114
Properties=species:S:1:pos:R:3:forces:R:3 method="wB97M-V/def2-TZVPD" charge=+3 homo_lumo_gap_ev=8.0 lumo_energy_ev=-7.59 mol_weight_g_mol=925.99 relative_energy_kcal_mol=20.6 e_tot_ev=-116857.6664
Sc 0.6021 0.6601 -0.1417 0.7 0.1 -0.5
C 3.2547 0.7225 -2.0186 0.0 0.1 0.1
N 2.8288 1.2839 -0.7059 -0.2 -0.1 0.2
C 2.8491 2.7666 -0.7539 0.0 -0.1 0.0
C 1.6856 3.3017 -1.5318 0.0 0.0 0.1
C 1.7832 4.4812 -2.2439 0.0 0.1 -0.1
C 0.6696 4.9513 -2.9221 0.0 0.1 0.0
C -0.5018 4.2098 -2.8819 0.0 0.1 -0.1
C -0.5179 3.0436 -2.1481 0.2 -0.1 0.0
N 0.5474 2.5993 -1.4655 -0.1 -0.2 0.2
C 3.7342 0.8418 0.3800 0.0 0.1 -0.2
C 3.0882 0.9093 1.7329 -0.1 0.0 0.0
C 3.8601 1.0235 2.8728 0.1 0.0 0.2
C 3.2470 0.9389 4.1151 0.1 0.0 0.0
C 1.8718 0.7642 4.1796 0.0 0.0 0.1
C 1.1628 0.6917 3.0001 0.0 0.0 -0.1
N 1.7577 0.7552 1.7995 -0.1 0.1 -0.1
C 2.1677 0.0582 -2.8199 -0.1 0.1 0.1
C 2.4678 -0.4552 -4.0696 0.1 0.0 -0.1
C 1.4627 -1.0333 -4.8214 0.0 -0.1 -0.1
C 0.1737 -1.0830 -4.3051 0.0 0.0 -0.1
C -0.0444 -0.5427 -3.0591 0.1 0.2 0.0
N 0.9319 0.0134 -2.3225 -0.3 -0.2 0.3
H 4.0677 0.0135 -1.8691 0.0 -0.1 0.0
H 3.6663 1.5302 -2.6257 0.1 0.0 -0.1
H 3.7873 3.1092 -1.1941 0.1 0.0 0.0
H 2.8070 3.1446 0.2669 0.0 0.0 0.0
H 2.7249 5.0161 -2.2740 -0.1 0.0 0.0
H 0.7216 5.8723 -3.4890 0.0 0.0 0.0
H -1.3910 4.5189 -3.4157 0.0 0.0 0.0
H -1.4125 2.4393 -2.1124 0.0 0.0 0.0
H 4.6585 1.4234 0.3789 0.1 0.1 0.0
H 4.0131 -0.1906 0.1922 0.0 -0.1 0.0
H 4.9309 1.1638 2.7848 0.0 0.0 0.0
H 3.8354 1.0187 5.0204 0.0 0.0 0.0
H 1.3482 0.6992 5.1240 0.0 0.0 0.0
H 0.0857 0.5812 3.0075 0.0 0.0 0.0
H 3.4828 -0.3946 -4.4462 -0.1 0.0 0.0
H 1.6782 -1.4363 -5.8035 0.0 0.0 0.0
H -0.6484 -1.5183 -4.8579 0.1 0.0 0.0
H -1.0395 -0.5277 -2.6391 0.0 0.0 0.1
N -2.6407 -0.4309 -0.3003 0.2 0.1 0.0
P -2.3113 1.1836 0.2195 0.2 -0.2 0.1
C -3.6299 2.0936 -0.6293 0.0 0.1 0.0
C -4.7658 1.4426 -1.1117 -0.1 0.1 -0.1
C -5.7986 2.1794 -1.6787 0.0 0.0 0.0
C -5.7116 3.5624 -1.7565 0.0 0.0 0.0
C -4.5899 4.2177 -1.2646 0.0 -0.1 0.0
C -3.5525 3.4851 -0.7073 -0.1 0.0 -0.1
C -2.7926 1.1412 1.9617 -0.2 0.0 0.0
C -3.9116 0.4073 2.3589 0.0 0.0 0.0
C -4.3144 0.4214 3.6811 0.0 0.0 0.1
C -3.6145 1.1782 4.6186 0.0 0.0 0.0
C -2.5094 1.9198 4.2292 0.0 0.0 -0.1
C -2.0962 1.8994 2.8989 -0.1 0.0 0.1
P -1.2877 -1.4187 0.0413 0.0 0.2 0.0
C -1.6080 -2.1581 1.6479 -0.1 -0.1 0.0
C -0.5984 -2.1912 2.6031 -0.1 0.0 0.1
C -0.8215 -2.7924 3.8374 0.0 0.0 -0.1
C -2.0585 -3.3591 4.1075 0.0 0.0 0.0
C -3.0703 -3.3329 3.1481 0.0 0.0 0.0
C -2.8475 -2.7375 1.9187 0.0 -0.1 0.1
C -1.4423 -2.7859 -1.1297 -0.1 -0.1 0.1
C -0.5969 -3.8779 -0.9400 -0.1 -0.1 -0.1
C -0.6804 -4.9818 -1.7738 0.0 0.0 0.0
C -1.6138 -5.0040 -2.8033 0.0 0.0 0.0
C -2.4717 -3.9283 -2.9870 0.0 0.1 0.0
C -2.3904 -2.8208 -2.1505 0.0 -0.1 -0.1
H -3.0569 -0.5140 -1.2174 -0.2 -0.1 0.1
H -4.8771 0.3679 -1.0271 0.0 0.1 0.0
H -6.6789 1.6695 -2.0496 0.0 0.0 0.0
H -6.5236 4.1313 -2.1915 0.0 0.0 0.0
H -4.5259 5.2977 -1.3126 0.0 0.0 0.0
H -2.6930 4.0101 -0.3177 0.0 0.0 0.1
H -4.4620 -0.1839 1.6338 0.0 0.1 0.0
H -5.1811 -0.1514 3.9873 0.0 0.0 0.0
H -3.9421 1.1920 5.6514 0.0 0.0 -0.1
H -1.9765 2.5215 4.9558 0.0 0.0 0.0
H -1.2410 2.4861 2.5966 0.1 0.1 -0.1
H 0.3641 -1.7472 2.3836 0.0 0.0 0.0
H -0.0355 -2.8230 4.5829 0.0 0.0 0.0
H -2.2392 -3.8302 5.0660 0.0 0.0 0.0
H -4.0309 -3.7850 3.3629 0.0 0.0 0.0
H -3.6358 -2.7197 1.1725 0.1 0.0 0.0
H 0.1053 -3.8887 -0.1161 0.1 0.0 0.0
H -0.0276 -5.8307 -1.6113 0.0 0.0 0.0
H -1.6892 -5.8704 -3.4485 0.0 0.0 0.0
H -3.2203 -3.9568 -3.7690 0.0 0.0 0.0
H -3.0976 -2.0138 -2.3079 0.0 0.0 0.0
C 3.0057 -2.3775 1.7843 0.0 -0.1 0.0
C 2.5724 -2.3095 0.3490 0.1 0.1 -0.3
O 1.8763 -1.3688 -0.0654 -0.3 0.1 0.2
C 3.0349 -3.3405 -0.5943 -0.1 0.2 0.3
C 2.5470 -3.3327 -1.9019 0.0 -0.1 -0.1
C 2.9805 -4.2749 -2.8122 0.0 -0.1 0.0
C 3.9077 -5.2380 -2.4207 0.0 0.0 0.0
C 4.3913 -5.2621 -1.1180 0.0 0.0 0.0
C 3.9537 -4.3165 -0.2042 0.2 -0.2 0.1
H 2.5851 -1.5610 2.3598 0.0 0.0 0.0
H 4.0973 -2.3400 1.8453 -0.1 0.0 0.0
H 2.7008 -3.3292 2.2270 0.0 0.0 0.0
H 1.7992 -2.6072 -2.1783 -0.1 0.1 -0.1
H 2.5903 -4.2768 -3.8229 0.0 0.0 0.0
H 4.2479 -5.9800 -3.1331 0.0 0.0 0.0
H 5.1077 -6.0151 -0.8170 0.0 0.0 0.0
H 4.3419 -4.3450 0.8081 0.0 0.0 -0.1
S 1.2924 5.4972 2.7955 0.1 0.2 0.1
C 0.0465 5.6791 1.6496 0.0 0.1 0.0
C -0.1423 4.5052 1.0007 0.2 -0.2 0.0
N 0.6757 3.4660 1.3921 -0.2 0.1 -0.2
C 1.4887 3.8798 2.3313 -0.1 -0.2 0.1
H -0.4721 6.6172 1.5134 0.0 -0.1 0.0
H -0.8609 4.3450 0.2169 0.0 0.0 -0.1
H 2.2252 3.2471 2.8152 -0.1 0.1 -0.1